DFT (ωB97M-V/def2-TZVPD) results for C4H8N2O as an isolated structure.

```
15
Properties=species:S:1:pos:R:3:forces:R:3:nbo_charge:R:1
C 2.66312 -0.44301 0.13608 1.81 0.39 1.19 -0.466
C 0.57126 0.10184 0.17230 -1.54 0.97 -0.28 0.060
C -0.58139 1.09291 0.08284 3.95 -0.70 0.58 -0.315
C -1.84807 0.91041 0.13456 -4.47 -2.21 -0.52 -0.023
H 2.34296 -1.09286 1.40051 1.01 1.95 -4.11 0.186
H 2.82407 -1.65061 -0.94522 0.25 3.55 3.01 0.195
H 3.49664 0.66132 0.48065 -1.29 -4.40 -1.20 0.252
H 0.51061 -0.96514 0.60290 -0.28 2.01 -0.29 0.212
H -0.24242 2.11244 -0.04380 0.07 -0.05 -0.29 0.239
H -2.49100 1.56740 -0.31291 -1.48 2.81 -0.06 0.192
H -3.46655 -0.40780 -0.64396 3.12 0.84 3.36 0.328
H -1.18605 -0.85357 -0.86355 -0.19 -0.62 0.39 0.446
N 1.64794 0.51899 -0.37656 0.00 -2.97 1.91 -0.462
N -2.61640 -0.31118 0.24962 -0.76 0.38 -3.14 -0.277
O -1.62473 -1.24112 -0.07346 -0.23 -1.94 -0.54 -0.567
```
Positions in Å, forces in eV/Å.

Values from the calculation:
HOMO ... -9.12 eV
Spin multiplicity ... 1
Energy above the lowest of the compared OMol25 structures with the same formula, charge and spin ... 10.9065 eV
Gap between HOMO and LUMO ... 9.372 eV
E ... -9295.487 eV
Charge ... 0